(1)
Entry from OMol25: a structure of composition C34H29I2O10P at a distorted geometry (ωB97M-V/def2-TZVPD).

Last column: Mulliken charge in e.
Positions of all 76 atoms, in Å:
C 3.873 -4.369 -1.477  -1.10
P 2.057 -3.767 -1.717  0.51
C 0.311 -2.986 -2.070  -0.59
I 0.217 -1.238 -3.390  -0.05
C -0.855 -3.520 -1.499  0.41
C -0.739 -4.795 -0.544  -0.90
I -2.791 -2.588 -1.937  0.11
H 4.298 -4.818 -2.436  0.34
H 3.949 -5.072 -0.597  0.35
H 4.502 -3.438 -1.275  0.27
H 1.862 -3.648 -0.298  -0.04
H 1.674 -5.010 -2.316  0.05
H 2.602 -2.647 -2.465  -0.02
H 0.108 -4.697 0.195  0.33
H -0.631 -5.709 -1.216  0.32
H -1.723 -4.915 -0.008  0.12
C 3.129 1.543 -2.449  -0.33
C 2.952 0.508 -1.629  0.15
C 3.930 0.195 -0.565  0.23
O 3.768 -0.752 0.182  -0.56
C 5.111 1.076 -0.443  -0.45
C 5.289 2.112 -1.263  -0.14
C 4.311 2.424 -2.328  0.29
O 4.472 3.371 -3.075  -0.57
H 2.424 1.786 -3.234  0.42
H 2.092 -0.148 -1.703  0.08
H 5.816 0.833 0.342  0.45
H 6.149 2.766 -1.189  0.39
C -6.246 -4.528 2.546  -0.46
C -7.262 -3.680 2.712  -0.50
C -7.333 -2.411 1.953  0.24
O -8.258 -1.637 2.107  -0.56
C -6.237 -2.122 1.003  -0.34
C -5.223 -2.971 0.838  0.58
C -5.151 -4.237 1.595  0.46
O -4.224 -5.014 1.443  -0.57
H -6.177 -5.460 3.093  0.43
H -8.072 -3.877 3.403  0.40
H -6.303 -1.189 0.453  0.66
H -4.412 -2.773 0.145  -0.35
C 6.064 7.004 -2.009  -0.39
C 5.886 5.969 -1.189  -0.06
C 6.864 5.656 -0.125  0.34
O 6.703 4.710 0.623  -0.56
C 8.046 6.537 -0.003  -0.41
C 8.224 7.573 -0.823  -0.36
C 7.246 7.885 -1.888  0.37
O 7.407 8.830 -2.634  -0.54
H 5.359 7.247 -2.794  0.42
H 5.027 5.314 -1.264  0.37
H 8.750 6.294 0.782  0.41
H 9.083 8.227 -0.749  0.40
C -1.061 -3.279 4.084  -0.32
C -1.742 -2.701 3.094  -0.02
C -1.382 -1.353 2.601  0.29
O -2.004 -0.826 1.700  -0.52
C -0.238 -0.673 3.246  -0.42
C 0.442 -1.251 4.236  -0.37
C 0.083 -2.599 4.729  0.27
O 0.704 -3.127 5.630  -0.56
H -1.311 -4.264 4.458  0.45
H -2.581 -3.185 2.610  0.33
H 0.011 0.312 2.872  0.45
H 1.281 -0.767 4.720  0.42
C -6.706 3.499 -0.533  -0.37
C -7.130 2.236 -0.490  -0.35
C -6.303 1.132 -1.020  0.58
O -6.690 -0.022 -0.982  -0.66
C -4.987 1.480 -1.599  -0.29
C -4.563 2.742 -1.643  -0.42
C -5.390 3.848 -1.112  0.35
O -5.003 4.999 -1.150  -0.55
H -7.298 4.321 -0.150  0.41
H -8.089 1.962 -0.069  0.44
H -4.395 0.658 -1.982  0.38
H -3.603 3.015 -2.064  0.43

**Calculated total energy**: -3001.8245 a.u.
**Charge**: 0

---

(2)
Entry from OMol25: a structure of composition C34H29LaN5S at a distorted geometry (ωB97M-V/def2-TZVPD).

Last column: natural (NBO) charge in e.
Positions of all 70 atoms, in Å:
La 0.317 -0.568 -0.074  1.99
C -0.633 2.745 -3.838  -0.68
C -0.342 2.176 -2.483  0.25
N 0.457 1.190 -2.309  -0.30
N 1.159 0.870 -3.466  -0.48
C 1.354 -0.400 -3.672  0.28
N 2.212 -0.676 -4.717  -0.82
S 0.706 -1.766 -2.829  -0.41
C -0.893 2.867 -1.287  0.17
C -2.214 3.311 -1.258  -0.24
C -2.644 4.044 -0.170  -0.17
C -1.744 4.326 0.845  -0.25
C -0.460 3.820 0.739  0.06
N -0.032 3.104 -0.298  -0.40
H -0.867 1.951 -4.546  0.24
H 0.263 3.241 -4.219  0.24
H -1.445 3.469 -3.800  0.21
H 2.376 0.093 -5.348  0.38
H 2.136 -1.593 -5.118  0.39
H -2.889 3.063 -2.066  0.22
H -3.670 4.387 -0.112  0.21
H -2.034 4.896 1.717  0.22
H 0.264 3.994 1.526  0.20
C -1.221 -3.927 -1.115  -0.32
C 0.135 -4.250 -0.921  -0.30
C 0.561 -3.680 0.284  -0.34
C -0.544 -2.990 0.850  -0.54
C -1.647 -3.156 -0.026  -0.33
H -1.816 -4.182 -1.982  0.20
H 0.762 -4.791 -1.617  0.20
H 1.543 -3.767 0.728  0.22
H -0.602 -2.627 1.873  0.23
H -2.648 -2.784 0.146  0.20
C -4.262 -0.993 -1.895  -0.23
C -5.059 -0.759 -0.784  -0.18
C -4.508 -0.168 0.337  -0.26
C -3.160 0.197 0.331  0.24
N -2.396 -0.059 -0.740  -0.51
C -2.927 -0.642 -1.813  0.06
C -2.497 0.859 1.496  -0.12
C -3.279 1.603 2.384  -0.21
C -2.692 2.219 3.478  -0.25
C -1.318 2.115 3.656  -0.25
C -0.554 1.414 2.730  -0.17
C -1.102 0.749 1.621  -0.52
H -4.647 -1.468 -2.787  0.21
H -6.102 -1.055 -0.785  0.21
H -5.105 -0.010 1.225  0.22
H -2.233 -0.854 -2.621  0.23
H -4.346 1.715 2.223  0.19
H -3.300 2.783 4.177  0.20
H -0.844 2.594 4.507  0.20
H 0.522 1.377 2.892  0.20
C 6.379 -1.715 0.432  -0.23
C 5.401 -1.473 -0.560  -0.24
C 4.105 -1.243 -0.195  -0.17
C 3.694 -1.232 1.167  0.00
C 2.321 -0.978 1.510  -0.54
C 2.029 -1.025 2.857  -0.26
C 2.998 -1.299 3.857  -0.20
C 4.298 -1.521 3.514  -0.23
C 4.684 -1.494 2.148  -0.09
C 6.025 -1.728 1.750  -0.19
H 7.407 -1.896 0.142  0.20
H 5.677 -1.478 -1.607  0.21
H 3.359 -1.088 -0.970  0.21
H 1.009 -0.856 3.200  0.20
H 2.701 -1.328 4.900  0.19
H 5.050 -1.725 4.270  0.19
H 6.769 -1.926 2.516  0.19

**Calculated total energy**: -2016.6562 a.u.
**Relative energy (zero: lowest compared OMol25 entry of this formula, charge and spin)**: 65.2 kJ/mol
**Charge**: -1

---

(3)
Entry from OMol25: a structure of composition C34H29LiN9O2S (ωB97M-V/def2-TZVPD).

Last column: Mulliken charge in e.
Positions of all 76 atoms, in Å:
Li -0.145 -0.259 0.059  0.71
O -1.471 -2.431 6.527  -0.74
C -0.545 -2.877 5.824  0.45
O 0.327 -3.733 6.066  -0.74
C -0.506 -2.311 4.384  -0.62
C 0.489 -2.688 3.496  -0.90
C 0.517 -2.123 2.230  0.94
N -0.368 -1.205 1.837  0.11
C -1.334 -0.841 2.684  0.70
C -1.445 -1.388 3.954  -0.77
C -2.269 0.211 2.177  0.37
C -3.134 0.894 3.024  -0.79
C -3.957 1.871 2.488  -0.61
C -3.903 2.131 1.129  -0.93
C -3.006 1.403 0.360  -0.06
N -2.202 0.477 0.869  0.06
C 1.542 -2.488 1.198  0.37
C 2.610 -3.334 1.477  -0.81
C 3.516 -3.620 0.471  -0.49
C 3.333 -3.065 -0.786  -0.98
C 2.242 -2.233 -0.976  0.01
N 1.372 -1.945 -0.013  0.18
H 1.206 -3.420 3.842  0.55
H -2.236 -1.126 4.643  0.49
H -3.150 0.682 4.083  0.34
H -4.634 2.422 3.130  0.42
H -4.535 2.881 0.671  0.41
H -2.917 1.553 -0.712  0.42
H 2.733 -3.758 2.463  0.40
H 4.358 -4.271 0.670  0.43
H 4.018 -3.263 -1.599  0.43
H 2.051 -1.775 -1.942  0.33
S -1.300 -0.496 -2.101  -0.74
C -0.023 0.218 -3.022  0.26
N 0.057 0.276 -4.311  -0.45
N -0.986 -0.258 -4.943  0.23
C -0.988 -0.354 -6.326  0.46
C -0.003 0.259 -7.101  -0.34
C -0.045 0.142 -8.482  -0.46
C -1.056 -0.571 -9.114  -0.55
C -2.039 -1.171 -8.336  -0.45
C -2.010 -1.067 -6.955  -0.47
N 1.146 0.813 -2.481  -0.74
N 1.234 0.845 -1.243  0.82
C 2.484 1.427 -0.806  -0.42
C 2.919 1.100 0.471  0.68
C 4.106 1.627 0.959  -0.81
C 4.857 2.493 0.176  -0.51
C 4.416 2.822 -1.101  -0.60
C 3.235 2.290 -1.595  -0.53
H -1.696 -0.705 -4.374  0.18
H 0.781 0.811 -6.604  0.39
H 0.726 0.620 -9.075  0.33
H -1.076 -0.662 -10.192  0.36
H -2.837 -1.732 -8.809  0.33
H -2.776 -1.539 -6.349  0.35
H 2.319 0.430 1.073  0.21
H 4.438 1.366 1.956  0.42
H 5.779 2.912 0.559  0.39
H 4.997 3.497 -1.717  0.39
H 2.880 2.536 -2.587  0.48
C 0.516 5.436 0.638  -1.33
C 0.528 4.141 1.379  0.56
C 0.886 3.821 2.668  -1.37
C 0.698 2.421 2.774  0.72
N 0.260 1.922 1.631  0.37
N 0.151 2.980 0.808  0.01
C 0.928 1.529 3.954  -1.27
H 0.904 6.228 1.276  0.37
H -0.494 5.713 0.331  0.29
H 1.139 5.386 -0.257  0.29
H 1.243 4.498 3.429  0.46
H -0.133 2.817 -0.145  0.16
H 1.563 2.021 4.691  0.43
H 1.404 0.594 3.651  0.21
H -0.012 1.262 4.442  0.21

**Calculated total energy**: -2362.2195 a.u.
**Relative energy (zero: lowest compared OMol25 entry of this formula, charge and spin)**: 0.0 kJ/mol
**Charge**: -1